Here is an isolated ion of composition C18H21FN3O2S and charge +1 from the OMol25 dataset. Energies are from the ωB97M-V functional and the def2-TZVPD basis.

Atoms and positions in Å:
C (4.936, -4.196, -2.156)
H (5.770, -4.069, -1.472)
H (4.597, -5.227, -2.146)
H (5.228, -3.878, -3.153)
S (3.626, -3.123, -1.521)
C (2.191, -3.592, -2.459)
C (2.272, -4.306, -3.644)
C (1.122, -4.631, -4.343)
C (-0.117, -4.241, -3.869)
C (-0.214, -3.526, -2.688)
C (0.932, -3.199, -1.979)
N (0.891, -2.491, -0.760)
C (-0.105, -1.750, -0.265)
O (-1.196, -1.552, -0.757)
C (0.275, -1.093, 1.090)
N (-0.860, -0.330, 1.642)
C (-1.966, -1.201, 2.073)
H (-2.388, -1.712, 1.209)
H (-1.601, -1.938, 2.786)
H (-2.735, -0.603, 2.557)
C (-1.307, 0.789, 0.788)
H (-0.691, 0.870, -0.108)
H (-2.341, 0.650, 0.473)
C (-1.135, 2.048, 1.671)
O (-0.640, 1.872, 2.778)
N (-1.536, 3.190, 1.128)
C (-1.483, 4.487, 1.680)
C (-1.011, 4.783, 2.952)
C (-1.003, 6.097, 3.391)
C (-1.459, 7.121, 2.579)
C (-1.935, 6.842, 1.307)
C (-1.940, 5.534, 0.877)
F (-2.395, 5.222, -0.359)
H (-2.297, 7.618, 0.652)
H (-1.448, 8.140, 2.932)
H (-0.634, 6.317, 4.380)
H (-0.653, 3.992, 3.589)
H (-1.925, 3.166, 0.192)
H (-0.529, 0.231, 2.499)
H (1.121, -0.417, 0.941)
H (0.567, -1.864, 1.806)
H (1.771, -2.527, -0.257)
H (-1.175, -3.217, -2.316)
H (-1.012, -4.492, -4.415)
H (1.204, -5.187, -5.264)
H (3.229, -4.607, -4.037)

Output
E_HOMO = -10.716 eV
E_LUMO = -0.0881 Eh
Structure (SMILES) = CSc1ccccc1NC(=O)C[N@H+](C)CC(=O)Nc1ccccc1F
Charge = +1


Here is C18H21FeN5S4 as an isolated structure in a non-equilibrium geometry from the OMol25 dataset. Energies are from the ωB97M-V functional and the def2-TZVPD basis.

Atoms and positions in Å:
Fe (-0.056, 1.410, -0.072)
C (0.429, -1.498, -0.982)
N (-0.814, -0.975, -0.413)
C (-1.868, -0.882, -1.423)
C (-1.520, 0.033, -2.559)
C (-2.190, -0.088, -3.766)
C (-1.884, 0.784, -4.794)
C (-0.906, 1.738, -4.577)
C (-0.288, 1.791, -3.339)
N (-0.581, 0.954, -2.339)
C (-1.293, -1.868, 0.655)
C (-0.888, -1.571, 2.078)
C (-0.474, -2.600, 2.918)
C (-0.324, -2.345, 4.270)
C (-0.618, -1.075, 4.738)
C (-1.010, -0.113, 3.820)
N (-1.125, -0.339, 2.513)
C (1.662, -0.983, -0.295)
C (2.771, -1.796, -0.116)
C (3.937, -1.257, 0.401)
C (3.952, 0.092, 0.715)
C (2.801, 0.833, 0.520)
N (1.667, 0.314, 0.038)
H (0.506, -1.160, -2.017)
H (0.435, -2.596, -0.999)
H (-2.752, -0.469, -0.932)
H (-2.123, -1.875, -1.822)
H (-2.944, -0.856, -3.883)
H (-2.397, 0.718, -5.745)
H (-0.624, 2.445, -5.344)
H (0.460, 2.537, -3.113)
H (-1.028, -2.903, 0.405)
H (-2.385, -1.829, 0.668)
H (-0.282, -3.584, 2.511)
H (0.002, -3.124, 4.947)
H (-0.554, -0.830, 5.789)
H (-1.259, 0.885, 4.162)
H (2.710, -2.841, -0.389)
H (4.813, -1.874, 0.549)
H (4.837, 0.576, 1.102)
H (2.779, 1.894, 0.726)
S (1.137, 3.327, -0.914)
S (-0.271, 4.815, -0.559)
S (-2.001, 3.945, -1.224)
S (-2.182, 2.348, 0.083)
N (0.398, 2.307, 1.803)
H (0.977, 3.098, 1.524)
H (0.855, 1.801, 2.553)
H (-0.487, 2.687, 2.125)

Output
E_HOMO (spin up / spin down) = -6.268 / -6.276 eV
E_LUMO (spin up / spin down) = 0.0059 / 0.0060 Eh
ΔE to the lowest compared entry with this formula, charge and spin = 25.1 kcal per mole
Charge = 0


Here is C18H21IN7O8Ru as an isolated structure in a non-equilibrium geometry from the OMol25 dataset. Energies are from the ωB97M-V functional and the def2-TZVPD basis.

Atoms and positions in Å:
C (0.496, 0.232, -7.681)
I (1.323, 1.160, -5.970)
H (-0.422, -0.269, -7.358)
H (1.229, -0.486, -8.062)
H (0.285, 1.012, -8.420)
C (-1.463, 3.943, 0.100)
C (-2.481, 3.373, -0.572)
N (-2.001, 2.188, -1.089)
C (-0.682, 2.004, -0.772)
N (-0.361, 3.112, -0.030)
H (-1.453, 4.868, 0.642)
H (-3.490, 3.709, -0.730)
C (1.857, -3.824, -0.435)
C (0.951, -1.788, -0.833)
N (1.860, -2.482, -0.081)
H (0.703, -4.852, -1.996)
N (0.416, -2.733, -1.664)
H (2.481, -4.565, 0.026)
Ru (0.106, 0.098, -0.790)
C (1.430, 0.719, -1.913)
O (2.241, 1.134, -2.658)
C (0.968, -3.977, -1.432)
C (-0.512, -2.485, -2.740)
H (-1.404, -3.113, -2.623)
H (-0.058, -2.740, -3.709)
H (-0.798, -1.424, -2.735)
C (2.812, -1.957, 0.880)
H (3.776, -2.464, 0.738)
H (2.476, -2.154, 1.907)
H (2.946, -0.880, 0.761)
C (0.959, 3.501, 0.442)
H (1.155, 4.543, 0.149)
H (1.724, 2.849, 0.009)
H (1.012, 3.434, 1.537)
C (-2.782, 1.352, -1.968)
H (-2.169, 0.499, -2.284)
H (-3.115, 1.922, -2.846)
H (-3.677, 0.990, -1.450)
O (-2.433, -1.385, 6.316)
N (-1.325, -0.813, 6.227)
O (-0.647, -0.500, 7.225)
C (-0.818, -0.506, 4.904)
C (-1.607, -0.864, 3.797)
C (-1.120, -0.619, 2.499)
C (0.185, -0.004, 2.317)
O (0.675, 0.375, 1.186)
C (0.951, 0.321, 3.497)
C (0.432, 0.121, 4.769)
N (2.230, 1.009, 3.356)
O (2.633, 1.643, 4.361)
O (2.878, 0.953, 2.293)
N (-1.992, -0.975, 1.424)
O (-3.089, -1.471, 1.716)
O (-1.695, -0.835, 0.158)
H (-2.576, -1.340, 3.950)
H (0.982, 0.435, 5.654)

Output
E_HOMO (spin up / spin down) = 1.022 / -2.133 eV
E_LUMO (spin up / spin down) = 0.1110 / 0.1110 Eh
Expectation value of S² = 8.777
2S+1 = 6
Charge = -2


Here is C18H21IrN5O3S2 as an isolated structure from the OMol25 dataset. Energies are from the ωB97M-V functional and the def2-TZVPD basis.

Atoms and positions in Å:
Ir (0.445, 0.245, -0.366)
C (-2.201, -1.039, -3.422)
C (-1.071, -0.535, -2.591)
N (-1.174, -0.336, -1.318)
N (-2.358, -0.587, -0.688)
C (-2.310, -0.375, 0.612)
N (-3.443, -0.599, 1.296)
S (-0.916, 0.124, 1.529)
C (0.237, -0.180, -3.180)
C (0.491, -0.212, -4.538)
C (1.734, 0.199, -5.003)
C (2.686, 0.630, -4.099)
C (2.369, 0.640, -2.750)
N (1.179, 0.244, -2.307)
H (-2.899, -1.591, -2.800)
H (-1.834, -1.683, -4.219)
H (-2.744, -0.207, -3.877)
H (-4.295, -0.760, 0.785)
H (-3.502, -0.331, 2.263)
H (-0.274, -0.541, -5.225)
H (1.947, 0.187, -6.063)
H (3.662, 0.964, -4.421)
H (3.070, 0.975, -1.998)
C (1.143, -4.580, -0.974)
N (0.277, -4.029, 0.061)
C (-0.423, -4.953, 0.958)
C (0.170, -2.732, 0.256)
O (0.791, -1.882, -0.421)
H (2.003, -5.076, -0.522)
H (1.492, -3.776, -1.614)
H (0.584, -5.305, -1.563)
H (-0.285, -5.964, 0.584)
H (-1.490, -4.736, 0.978)
H (-0.020, -4.901, 1.968)
H (-0.491, -2.429, 1.071)
O (0.009, 5.518, 5.859)
C (0.243, 4.214, 5.610)
O (0.307, 3.427, 6.508)
C (0.413, 3.809, 4.172)
C (1.087, 2.617, 3.930)
C (1.269, 2.170, 2.635)
C (0.744, 2.895, 1.568)
S (0.972, 2.371, -0.108)
C (0.075, 4.091, 1.805)
C (-0.087, 4.545, 3.105)
H (0.103, 6.048, 5.059)
H (1.467, 2.055, 4.773)
H (1.827, 1.262, 2.443)
H (-0.335, 4.653, 0.976)
H (-0.646, 5.459, 3.266)

Output
E_HOMO = -11.062 eV
E_LUMO = -0.1364 Eh
ΔE to the lowest compared entry with this formula, charge and spin = 6.3 kcal per mole
Charge = +1